[1]
A 4-piece molecular cluster, C30H82N10O9P5S overall at a distorted geometry, computed with wB97M-V/def2-TZVPD.

Last column: Mulliken charge in e.
Atoms and positions in Å:
C  -1.05705  -5.18704  3.93701  -0.32
C  -0.15588  -3.81042  4.23130  0.58
O  -0.47224  -3.07002  5.30540  -0.55
O  0.94391  -3.54688  3.29041  -0.37
C  1.09527  -2.10247  3.00701  -0.46
C  -0.13774  -1.54025  2.02684  -0.03
C  -1.15963  -0.58579  2.88386  -0.55
C  -2.32611  0.15411  2.00062  0.55
C  -3.65664  0.44614  2.96471  -0.21
C  -5.03767  0.69362  2.11321  -1.03
C  -5.96875  -0.66361  1.92419  0.58
C  -6.78982  -1.10859  3.27166  -0.76
P  -6.80229  -2.98754  3.62803  0.18
N  -6.70573  -2.54676  5.38934  -1.16
O  -5.08001  -3.22017  3.79520  -0.22
C  -4.89299  -4.53230  3.15492  -0.19
C  -5.71598  -4.50944  1.71849  0.46
P  -4.33420  -4.09347  0.46688  0.34
O  -3.43223  -5.54262  -0.02096  -0.33
O  -3.14445  -2.95398  1.03135  -0.43
S  -5.24271  -3.27558  -1.09498  -0.43
O  -6.82018  -3.53374  1.93967  -0.52
H  -0.42232  -6.17358  4.05649  0.37
H  -1.96108  -5.28704  4.70819  0.27
H  -1.47843  -5.06615  2.85135  -0.27
H  1.12320  -1.42311  3.95946  0.32
H  2.12709  -1.95681  2.45550  0.30
H  -0.63070  -2.50977  1.57486  -0.07
H  0.32474  -0.91540  1.12174  0.32
H  -0.48635  0.25588  3.38669  0.28
H  -1.57040  -1.23568  3.77733  0.13
H  -1.88472  1.21426  1.67822  -0.66
H  -2.61119  -0.38832  0.99955  0.28
H  -3.85155  -0.41479  3.74531  0.16
H  -3.43345  1.46576  3.53821  0.26
H  -4.70250  1.02758  1.02147  0.31
H  -5.64100  1.60593  2.55102  0.31
H  -5.25833  -1.49075  1.49379  -0.65
H  -6.76345  -0.43085  1.07953  0.35
H  -7.92802  -0.80180  3.08259  0.31
H  -6.46254  -0.47210  4.22702  0.24
H  -8.26478  -2.93068  3.66969  0.01
H  -7.00062  -4.31839  4.15573  0.10
H  -6.60008  -3.45282  5.93347  0.38
H  -5.74343  -2.10294  5.48676  0.32
H  -5.22880  -5.51154  3.70088  0.22
H  -3.76106  -4.77837  2.86742  -0.33
H  -6.07335  -5.57960  1.33008  0.23
H  -2.59708  -5.49308  0.56177  0.22
H  -3.39093  -2.53605  1.90786  0.24
O  -0.02598  3.80791  2.73414  -0.74
P  0.59230  5.07001  2.08445  0.88
N  -0.31131  6.09266  3.14038  0.06
C  -0.97197  7.35022  2.83338  -0.74
C  0.14373  6.07881  4.53386  -1.00
N  -0.33303  4.84711  0.63287  0.28
C  -1.26202  5.81581  0.06796  -1.26
C  -0.87547  3.50820  0.36900  -1.14
N  1.30310  6.52097  1.33755  -0.02
C  2.09596  6.16469  0.12974  -1.25
C  2.27349  7.23612  2.19611  -1.15
H  -0.28373  8.16905  2.60959  0.27
H  -1.59496  7.68681  3.67223  0.39
H  -1.67683  7.26784  2.01018  0.16
H  1.12594  6.54316  4.64430  0.26
H  0.22363  5.05454  4.90748  0.23
H  -0.54888  6.59446  5.20295  0.39
H  -2.21409  5.82076  0.59927  0.32
H  -1.47712  5.57924  -0.98334  0.40
H  -0.85092  6.83157  0.03974  0.39
H  -1.75630  3.30683  0.98914  0.31
H  -0.12239  2.73350  0.55591  0.30
H  -1.17095  3.38719  -0.68063  0.34
H  2.90530  5.47385  0.38224  0.37
H  2.53065  7.06085  -0.32952  0.45
H  1.49681  5.70142  -0.65668  0.34
H  3.01962  6.54906  2.60862  0.38
H  1.79386  7.75875  3.02351  0.34
H  2.79296  8.02147  1.63824  0.37
O  -0.70026  -6.13827  -5.03666  -0.76
P  -0.43655  -7.25634  -3.99858  0.76
N  -1.06135  -8.44789  -5.07894  0.03
C  -1.90094  -9.59387  -4.77236  -0.69
C  -0.19777  -8.73706  -6.22770  -0.99
N  -1.74055  -6.70940  -2.99188  0.30
C  -2.88646  -7.51133  -2.58653  -1.01
C  -2.20828  -5.32907  -3.17214  -0.57
N  -0.13339  -8.54173  -2.80516  -0.09
C  0.27627  -7.96693  -1.49515  -0.93
C  0.98272  -9.44841  -3.15511  -1.12
H  -1.39698  -10.36895  -4.18968  0.26
H  -2.26235  -10.07807  -5.68888  0.40
H  -2.81500  -9.32129  -4.25134  0.18
H  0.72154  -9.24373  -5.92650  0.28
H  0.09089  -7.81542  -6.73991  0.27
H  -0.69466  -9.35904  -6.97571  0.36
H  -3.62298  -7.59752  -3.38582  0.31
H  -3.39323  -7.05551  -1.72463  0.15
H  -2.60279  -8.51114  -2.23797  0.34
H  -2.83029  -5.23411  -4.06941  0.27
H  -1.36434  -4.63313  -3.24728  0.29
H  -2.80155  -4.98417  -2.31615  -0.03
H  1.18580  -7.36828  -1.59732  0.37
H  0.46006  -8.76112  -0.76134  0.39
H  -0.49020  -7.33274  -1.04529  0.17
H  1.88166  -8.88472  -3.42545  0.38
H  0.73572  -10.11648  -3.98001  0.31
H  1.22669  -10.11637  -2.32316  0.38
O  4.68583  5.46518  -2.13707  -0.73
P  5.93276  6.31536  -2.48286  0.78
N  6.05043  5.56645  -4.03289  0.09
C  7.24566  5.14511  -4.74427  -0.77
C  5.00319  5.96314  -4.97892  -1.00
N  6.92400  5.41678  -1.37696  0.20
C  8.13568  4.69025  -1.72980  -1.23
C  6.24769  4.65988  -0.31570  -0.81
N  7.36630  7.29278  -2.88039  -0.09
C  7.83892  8.05359  -1.69205  -1.07
C  7.12694  8.34185  -3.89644  -1.12
H  7.87439  5.97235  -5.08280  0.29
H  6.99078  4.56098  -5.63809  0.39
H  7.86547  4.46589  -4.16482  0.16
H  5.10660  7.00654  -5.28420  0.27
H  4.01174  5.85103  -4.53218  0.23
H  5.00261  5.34749  -5.88128  0.38
H  7.91078  3.73547  -2.20579  0.33
H  8.73319  4.47431  -0.83324  0.41
H  8.80780  5.27204  -2.37116  0.39
H  5.80546  3.73632  -0.70614  0.31
H  5.46152  5.26015  0.15740  0.08
H  6.93716  4.38481  0.49216  0.35
H  7.05763  8.72149  -1.31846  0.37
H  8.72354  8.65295  -1.93946  0.40
H  8.14986  7.41106  -0.86590  0.31
H  6.24633  8.94259  -3.64629  0.37
H  6.98942  7.93150  -4.89667  0.29
H  7.98975  9.00888  -3.98850  0.40

Max |F| in eV/A: 9.50
Total charge: -1
Relative energy (zero: lowest compared OMol25 entry of this formula, charge and spin) in kcal/mol: 262.0
Gap between HOMO and LUMO in eV: 3.80
Total energy in eV: -123034.746

---

[2]
A 7-piece molecular cluster, C48H108BrN6 overall at a distorted geometry, computed with wB97M-V/def2-TZVPD.

Last column: Mulliken charge in e.
Atoms and positions in Å:
C  4.88177  3.70658  5.34453  -1.39
C  3.45295  4.23303  5.52133  -0.23
C  3.02498  5.34915  4.49005  -0.87
N  1.76999  6.06808  4.88693  0.33
C  0.58132  5.09475  5.14492  -1.11
C  2.04143  7.03729  6.09671  -0.67
C  1.13398  8.18445  5.91187  -0.72
C  0.73899  8.30628  4.47416  -0.45
C  1.20644  7.04250  3.81953  -0.66
H  5.02691  2.84523  5.99653  0.38
H  5.59508  4.51158  5.52133  0.36
H  5.00963  3.40155  4.30592  0.34
H  3.59268  4.66879  6.51062  0.27
H  2.71965  3.43671  5.64882  0.38
H  2.89936  4.92869  3.49228  0.53
H  3.89206  6.00829  4.44764  0.36
H  0.51953  4.61591  6.12215  0.28
H  0.60426  4.38229  4.32031  0.42
H  -0.27874  5.76190  5.08737  0.51
H  1.92789  6.37284  6.95328  0.49
H  3.04410  7.46051  6.03642  0.32
H  0.31970  7.78724  6.51791  0.30
H  1.59774  9.11896  6.22763  0.41
H  -0.33920  8.43248  4.57267  0.25
H  1.23725  9.17168  4.03722  0.37
H  0.54235  6.54276  3.11430  0.42
H  2.11978  7.40243  3.34585  0.37
C  3.58469  3.77742  -8.60217  -1.27
C  3.22651  5.01528  -7.78261  -0.31
C  2.99964  4.83437  -6.34966  -0.41
N  2.66122  6.05694  -5.43737  0.26
C  2.44651  5.54007  -4.00170  -0.89
C  1.49242  6.93733  -5.91545  -0.56
C  1.78735  8.41295  -5.35029  -0.61
C  3.27023  8.38743  -4.98090  -0.64
C  3.77929  7.02506  -5.45732  -0.68
H  4.15223  3.14066  -7.92355  0.35
H  4.22852  4.09000  -9.42428  0.36
H  2.64602  3.32598  -8.92344  0.34
H  2.37610  5.57459  -8.17254  0.27
H  4.07386  5.69798  -7.84605  0.29
H  3.92309  4.46034  -5.90756  0.37
H  2.09967  4.25719  -6.13747  0.31
H  1.90582  6.29662  -3.43303  0.38
H  3.40012  5.24271  -3.56548  0.33
H  1.82474  4.64595  -3.95663  0.37
H  0.55767  6.43514  -5.66618  0.41
H  1.63251  6.93878  -6.99642  0.23
H  1.12441  8.66072  -4.52130  0.27
H  1.49935  9.12556  -6.12318  0.40
H  3.62644  8.52653  -3.96018  0.31
H  3.77084  9.15318  -5.57345  0.39
H  4.66933  6.61866  -4.97693  0.48
H  3.95381  7.24957  -6.50957  0.25
C  -5.18506  6.68942  -1.43188  -1.43
C  -5.55675  5.33474  -1.99899  -0.36
C  -5.39265  4.18199  -0.99797  -0.84
N  -6.47240  3.10664  -1.27398  0.27
C  -6.26960  2.50107  -2.71024  -1.04
C  -7.94209  3.50621  -0.94707  -0.58
C  -8.39195  2.69790  0.40707  -0.67
C  -7.04762  2.42851  1.05879  -0.48
C  -6.29692  1.98500  -0.15405  -0.69
H  -5.46309  7.41533  -2.19597  0.38
H  -4.10680  6.83806  -1.37416  0.34
H  -5.58153  6.86729  -0.43224  0.38
H  -5.01953  5.18848  -2.93606  0.39
H  -6.59453  5.42428  -2.32007  0.39
H  -5.41100  4.49041  0.04731  0.39
H  -4.46227  3.62148  -1.08931  0.53
H  -6.94615  1.66721  -2.89744  0.44
H  -5.21959  2.22219  -2.79873  0.34
H  -6.61185  3.24950  -3.42496  0.41
H  -8.48066  3.12104  -1.81289  0.37
H  -8.27431  4.54327  -0.89959  0.37
H  -8.79120  1.71549  0.15496  0.30
H  -9.18534  3.08873  1.04416  0.39
H  -7.03622  1.75932  1.91912  0.43
H  -6.72465  3.34698  1.54889  0.24
H  -6.64631  1.05936  -0.61146  0.39
H  -5.27484  1.78245  0.16597  0.34
C  3.09142  -4.23429  10.29758  -1.38
C  2.16871  -5.02213  9.41202  -0.15
C  1.11210  -4.07883  8.75453  -0.97
N  1.09678  -4.26952  7.18942  0.28
C  2.42444  -4.05225  6.54563  -1.09
C  0.53504  -5.63599  6.79941  -0.65
C  -0.23689  -5.40656  5.45403  -0.66
C  -0.78356  -3.99909  5.52849  -0.71
C  0.15644  -3.21317  6.56310  -0.55
H  3.94402  -4.82121  10.63917  0.35
H  2.69226  -3.78636  11.20760  0.36
H  3.39574  -3.31814  9.79146  0.33
H  1.59380  -5.77410  9.95249  0.42
H  2.89352  -5.49678  8.75061  0.26
H  1.41420  -3.03172  8.77461  0.53
H  0.10208  -4.20465  9.14453  0.47
H  2.23704  -3.93376  5.47842  0.49
H  3.16035  -4.85632  6.54251  0.35
H  2.84527  -3.11482  6.90928  0.37
H  1.19796  -6.50028  6.75910  0.39
H  -0.18857  -5.91587  7.56503  0.40
H  0.28036  -5.45894  4.49601  0.31
H  -0.91590  -6.23829  5.26622  0.44
H  -0.81953  -3.52479  4.54775  0.37
H  -1.86229  -4.03634  5.68025  0.37
H  0.62365  -2.30854  6.17392  0.43
H  -0.64129  -2.86349  7.21843  0.24
C  9.92554  -4.03133  -2.78694  -1.38
C  8.66770  -3.63458  -2.06743  -0.11
C  7.79324  -2.74619  -2.99362  -0.90
N  6.46449  -2.17452  -2.40339  0.20
C  6.70381  -1.19417  -1.23348  -0.98
C  5.46525  -3.29663  -1.94361  -0.71
C  4.97399  -4.05211  -3.19327  -0.65
C  4.78998  -2.86643  -4.16302  -0.53
C  5.57069  -1.67965  -3.50307  -0.67
H  9.71095  -4.91686  -3.38519  0.36
H  10.65270  -4.51580  -2.13530  0.40
H  10.34841  -3.18270  -3.32464  0.36
H  8.96325  -2.95543  -1.26775  0.31
H  8.08850  -4.46849  -1.67092  0.24
H  7.44553  -3.27232  -3.88265  0.38
H  8.23139  -1.80926  -3.33755  0.48
H  7.47606  -0.53326  -1.62709  0.40
H  6.99622  -1.78276  -0.36391  0.35
H  5.83386  -0.54278  -1.14985  0.39
H  4.61175  -2.79719  -1.48513  0.51
H  5.86268  -4.05276  -1.26653  0.40
H  4.01441  -4.54949  -3.05212  0.38
H  5.71765  -4.81648  -3.41869  0.33
H  3.77425  -2.47517  -4.22050  0.36
H  5.15583  -3.24545  -5.11726  0.32
H  4.86694  -1.05036  -2.95824  0.46
H  6.17719  -1.20714  -4.27570  0.29
C  -4.23490  -5.84422  -1.97609  -1.25
C  -5.43817  -6.57632  -2.69391  -0.36
C  -5.34965  -8.15447  -2.78050  -0.74
N  -6.69437  -8.84666  -3.21119  0.11
C  -7.10263  -8.37246  -4.59123  -1.08
C  -6.56371  -10.38138  -3.28585  -0.46
C  -7.78889  -11.13420  -2.76902  -0.60
C  -8.70968  -9.90753  -2.46447  -0.70
C  -7.88892  -8.70590  -2.31421  -0.56
H  -3.38876  -5.68756  -2.64512  0.33
H  -3.81959  -6.44432  -1.16647  0.33
H  -4.48347  -4.87542  -1.54284  0.36
H  -5.77974  -6.23635  -3.67160  0.40
H  -6.34360  -6.25627  -2.17830  0.34
H  -5.14546  -8.50580  -1.76908  0.37
H  -4.63192  -8.64311  -3.43943  0.50
H  -7.79513  -9.10787  -5.00075  0.46
H  -6.22784  -8.31229  -5.23871  0.37
H  -7.44081  -7.33832  -4.52558  0.39
H  -6.34880  -10.68492  -4.31043  0.36
H  -5.78814  -10.57998  -2.54615  0.30
H  -8.08597  -11.82587  -3.55734  0.30
H  -7.60908  -11.74876  -1.88693  0.34
H  -9.48618  -9.93384  -3.22898  0.29
H  -9.13204  -10.19452  -1.50148  0.36
H  -8.27786  -7.72201  -2.57648  0.46
H  -7.54885  -8.69131  -1.27873  0.39
Br  0.11540  0.52590  0.44335  -1.00

Max |F| in eV/A: 3.56
Total charge: +5
Relative energy (zero: lowest compared OMol25 entry of this formula, charge and spin) in kcal/mol: 56.7
Gap between HOMO and LUMO in eV: 6.33
Total energy in eV: -130462.842